No. 1
{
  "formula": "C25H37Br3F14IN3O4P2",
  "method": "ωB97M-V with the def2-TZVPD basis set",
  "lumo_ha": -0.0309,
  "orbital_gap_ha": 0.32548,
  "symbols": ["C", "C", "O", "N", "C", "C", "C", "C", "C", "N", "P", "O", "C", "C", "Br", "C", "C", "Br", "C", "I", "C", "N", "C", "C", "C", "O", "Br", "C", "C", "C", "C", "O", "C", "C", "F", "F", "C", "F", "F", "C", "F", "F", "C", "F", "F", "H", "H", "H", "H", "H", "H", "H", "H", "H", "H", "H", "H", "H", "H", "H", "H", "H", "H", "H", "H", "H", "H", "H", "H", "H", "H", "H", "H", "H", "H", "H", "H", "H", "H", "H", "H", "H", "F", "P", "F", "F", "F", "F", "F"],
  "coordinates": [[-1.04436, 4.76377, 2.38681], [-2.46896, 4.27951, 2.33283], [-3.18833, 4.25865, 3.30467], [-2.88872, 3.82124, 1.05379], [-3.03170, 4.94709, 0.11668], [-4.09189, 2.95766, 1.09544], [-3.81925, 1.63669, 0.38582], [-2.75402, 0.81340, 1.11347], [-2.65333, -0.63145, 0.60728], [-1.27480, -1.15247, 0.14377], [-1.65243, -2.96213, 0.09200], [-2.81013, -3.31032, -0.73981], [-0.98046, -0.44780, -1.22266], [-1.09615, -1.27273, -2.48438], [-0.06116, -2.83328, -2.69938], [-1.91810, -0.89473, -3.48426], [-2.67048, 0.41801, -3.54415], [-2.19024, -2.02421, -4.93910], [0.25199, 0.49700, -0.98280], [-0.45466, 2.54005, -1.27524], [1.38944, 0.22999, -1.98845], [1.32704, 0.96855, -3.23337], [0.75189, 0.27417, 0.50357], [0.95116, 1.53046, 1.38457], [1.98762, 1.27042, 2.44455], [1.84212, 0.95109, 3.55370], [3.78554, 1.48986, 1.70751], [-0.07802, -0.89423, 1.13010], [-0.64736, -0.65291, 2.53776], [0.91405, -2.09753, 1.31081], [1.80632, -2.71147, 0.21764], [3.10520, -2.93923, 0.72581], [4.09966, -2.02232, 0.35062], [5.44655, -2.72716, 0.18301], [5.29619, -4.01046, -0.14025], [6.10820, -2.12322, -0.83785], [6.39560, -2.65005, 1.43940], [6.43675, -3.83739, 2.03478], [5.89936, -1.77358, 2.32938], [7.86437, -2.24477, 1.13674], [8.36870, -3.14912, 0.31765], [8.51906, -2.33701, 2.29808], [8.13058, -0.80570, 0.59262], [8.50770, -0.83438, -0.68663], [6.99417, -0.06923, 0.69612], [-0.55095, 4.72284, 1.41420], [-1.02406, 5.79611, 2.76075], [-0.50612, 4.14638, 3.11514], [-3.64401, 5.76566, 0.51948], [-2.04082, 5.34499, -0.14563], [-3.50124, 4.57105, -0.79760], [-4.95597, 3.44619, 0.62602], [-4.36148, 2.79459, 2.14289], [-4.75158, 1.07221, 0.31202], [-3.45852, 1.84707, -0.63148], [-3.03326, 0.75293, 2.17697], [-1.80512, 1.35432, 1.04675], [-3.31518, -0.83191, -0.25352], [-2.99203, -1.30794, 1.40168], [-0.41460, -3.47655, -0.22948], [-1.76522, -3.07044, 1.47716], [-1.84844, 0.21102, -1.33442], [-3.41029, 0.49528, -2.73694], [-3.23174, 0.48613, -4.46350], [-1.96647, 1.25732, -3.49172], [2.33172, 0.40820, -1.45218], [1.34755, -0.83794, -2.22469], [2.09994, 1.60760, -3.36127], [1.26259, 0.36756, -4.04423], [1.77728, -0.10594, 0.38987], [1.33041, 2.33234, 0.75081], [0.04806, 1.86561, 1.90412], [-1.45484, -1.36023, 2.75623], [0.13571, -0.81720, 3.28098], [-1.04913, 0.34522, 2.68694], [1.62566, -1.68244, 2.04182], [0.39741, -2.90187, 1.85734], [1.43051, -3.69665, -0.09171], [1.86149, -2.09780, -0.68576], [3.88205, -1.55641, -0.62488], [4.21344, -1.23368, 1.09746], [8.91760, -0.33126, 1.18934], [-5.00261, -2.07650, -1.66829], [-6.01580, -1.43898, -2.80943], [-7.30394, -1.41289, -3.82448], [-5.26804, -0.60112, -4.03487], [-5.68049, 0.00536, -1.98370], [-7.18256, -1.62713, -1.66098], [-5.53165, -2.76984, -3.66593]],
  "mulliken_charge": [-1.0099, 0.4933, -0.5869, 0.4979, -1.2022, -1.8203, 0.1704, 0.4440, -1.9310, 1.2535, 0.3586, -0.6103, 1.6713, -1.1626, 0.0280, 0.3278, -0.9021, -0.0905, -0.5967, 0.2004, -0.3459, -0.5347, 1.8350, -0.9107, 0.2013, -0.4449, -0.1825, 1.3598, -2.2770, -1.7119, -0.6937, -0.4650, -0.0498, 0.6861, -0.3201, -0.3295, 0.5679, -0.3119, -0.3019, 0.6131, -0.2973, -0.3240, 0.2131, -0.2574, -0.2427, 0.2195, 0.3708, 0.2612, 0.3352, 0.3546, 0.4124, 0.4807, 0.5449, 0.3681, -0.0994, 1.0071, -0.9499, 0.9125, 0.8190, -0.0122, 0.1004, -1.2447, 0.0590, 0.5867, 0.2172, 0.4515, 0.2380, 0.2546, 0.2540, -0.5871, 0.8826, -0.3330, 0.4187, 0.6150, 0.3711, 0.7026, 0.6573, 0.5416, 0.4134, 0.1561, -0.0645, 0.2741, -0.2833, 0.9650, -0.3392, -0.3324, -0.3038, -0.3520, -0.3514]
}

No. 2
{
  "formula": "C25H37N4P3Y",
  "method": "ωB97M-V with the def2-TZVPD basis set",
  "lumo_ha": [-0.1347, -0.1348],
  "charge": 1,
  "orbital_gap_ha": [0.16814, 0.15248],
  "symbols": ["C", "C", "C", "C", "C", "C", "C", "C", "C", "C", "C", "C", "C", "H", "H", "H", "H", "H", "H", "H", "N", "Y", "C", "H", "H", "C", "H", "H", "P", "P", "C", "H", "H", "H", "C", "H", "H", "H", "C", "H", "H", "H", "C", "H", "H", "H", "H", "H", "C", "N", "C", "N", "C", "N", "C", "P", "C", "C", "H", "H", "H", "H", "H", "H", "H", "H", "H", "H", "H", "H"],
  "coordinates": [[0.67401, -0.78495, -4.90714], [0.48529, 0.27735, -4.02357], [-0.84757, 0.82963, -3.92696], [-1.96003, -0.08304, -4.16027], [-1.68414, -1.39061, -4.68259], [-0.41151, -1.66065, -5.20758], [-3.21906, 0.22564, -3.55955], [-3.30748, 1.44668, -2.81364], [-2.13655, 2.24999, -2.68766], [-2.05126, 3.15350, -1.55510], [-3.25427, 3.65124, -1.02566], [-4.43385, 2.90241, -1.20857], [-4.42760, 1.71919, -1.96050], [1.67817, -0.98541, -5.31206], [-2.41327, -2.21067, -4.62632], [-0.20204, -2.57198, -5.83673], [-3.75534, -0.59417, -3.17423], [-3.24071, 4.57396, -0.42714], [-5.37368, 3.28209, -0.69300], [-5.25052, 1.00595, -1.81150], [-1.04011, 2.04766, -3.42823], [-0.19757, -1.17282, 0.33460], [1.57571, 0.77594, -3.10757], [1.45207, 1.84245, -2.89730], [2.55488, 0.55666, -3.55375], [-0.71411, 3.42321, -0.91515], [0.08182, 3.48598, -1.67741], [-0.75713, 4.37432, -0.33017], [1.58004, -0.13473, -1.48412], [-0.23796, 2.03905, 0.31699], [-1.30462, 2.60903, 1.69314], [-1.01877, 2.10361, 2.62212], [-1.18955, 3.69268, 1.82689], [-2.35319, 2.38801, 1.47028], [1.34397, 2.82044, 0.85414], [1.13039, 3.69871, 1.47819], [1.92733, 2.10110, 1.43981], [1.93242, 3.13663, -0.01590], [2.03758, -1.81652, -2.04280], [2.98399, -1.70364, -2.58403], [2.18704, -2.50710, -1.19984], [1.28132, -2.22577, -2.71905], [3.17513, 0.38460, -0.78540], [3.31700, -0.02735, 0.22133], [3.95852, -0.00347, -1.44408], [3.23636, 1.47383, -0.73167], [-2.23391, -1.05743, 0.40447], [-2.16623, -0.18340, 0.34740], [-0.14775, -2.08309, 4.83472], [-0.25472, -3.00799, 3.65131], [0.92688, -3.83622, 3.45700], [2.22086, -3.06185, 3.49679], [2.27169, -2.22286, 4.70099], [1.09924, -1.30774, 4.87184], [1.17298, -0.14886, 3.96658], [1.28228, -0.89803, 2.35650], [-0.61603, -2.29660, 2.44703], [2.49664, -2.28057, 2.26935], [-0.14919, -2.72644, 5.73248], [-1.02031, -1.40353, 4.83880], [0.82523, -4.35303, 2.48991], [0.98283, -4.55928, 4.28628], [3.18941, -1.61324, 4.65278], [2.27927, -2.89889, 5.57166], [0.28202, 0.49262, 4.02008], [2.08997, 0.45764, 4.06321], [-0.70658, -3.05249, 1.61264], [-1.53317, -1.67711, 2.56490], [3.49567, -1.80174, 2.28680], [2.40179, -2.87853, 1.33519]],
  "mulliken_charge": [-0.3921, 0.0637, -0.0957, 1.0559, -1.0157, -0.4130, -0.7442, 1.2647, -0.1139, -0.0055, -0.5721, -0.3624, -1.1521, 0.4214, 0.3666, 0.3576, 0.3954, 0.4237, 0.3262, 0.3590, -0.4189, -0.2003, -1.1280, 0.4138, 0.6737, -1.1098, 0.5156, 0.6159, 1.1165, 1.0330, -1.3403, 0.2137, 0.4514, 0.3734, -1.3593, 0.4876, 0.2305, 0.4339, -1.4659, 0.4425, 0.3888, 0.4255, -1.3721, 0.1292, 0.5404, 0.3617, 0.0633, -0.0403, -0.8821, 0.2193, -0.9454, 0.0552, -0.8968, 0.0761, -0.4920, 1.0740, -1.2259, -0.6849, 0.2707, 0.3943, 0.4062, 0.2565, 0.3948, 0.3237, 0.2345, 0.2978, 0.6213, 0.2554, 0.3382, 0.2659]
}

No. 3
{
  "formula": "C25H38Cl2O12",
  "method": "ωB97M-V with the def2-TZVPD basis set",
  "lumo_ha": 0.0142,
  "e_above_lowest_kcal_mol": 81.2,
  "orbital_gap_ha": 0.38189,
  "symbols": ["O", "C", "C", "C", "C", "O", "H", "H", "H", "H", "H", "H", "O", "C", "C", "C", "C", "O", "H", "H", "H", "H", "H", "H", "O", "C", "C", "C", "C", "O", "H", "H", "H", "H", "H", "H", "O", "C", "C", "C", "C", "O", "H", "H", "H", "H", "H", "H", "O", "C", "C", "C", "C", "O", "H", "H", "H", "H", "H", "H", "O", "C", "C", "C", "C", "O", "H", "H", "H", "H", "H", "H", "Cl", "C", "Cl", "H", "H"],
  "coordinates": [[-1.97445, -8.17101, -3.84767], [-1.25826, -7.36242, -4.42665], [-1.39009, -5.86833, -4.64802], [-0.44122, -5.66409, -5.80717], [0.64429, -6.72440, -5.49837], [-0.16610, -7.76871, -4.95769], [-2.29902, -5.54478, -5.15523], [-1.40125, -5.28475, -3.72747], [-0.88101, -5.92634, -6.76941], [0.05270, -4.69727, -5.90415], [1.11758, -7.25213, -6.32639], [1.41718, -6.45803, -4.77742], [-3.43778, 2.91143, -7.10881], [-3.35594, 3.21683, -8.28196], [-4.06840, 2.64936, -9.44890], [-4.12186, 3.90552, -10.35711], [-2.79023, 4.51876, -10.09930], [-2.59879, 4.26116, -8.70724], [-3.35443, 1.93174, -9.85308], [-4.87313, 1.99626, -9.11135], [-4.34352, 3.59576, -11.37840], [-4.86417, 4.61552, -9.99247], [-2.01476, 4.01936, -10.68012], [-2.91248, 5.56989, -10.36058], [3.04147, 7.21979, 2.16527], [3.45351, 6.38631, 2.98571], [2.97136, 4.94580, 3.18980], [3.55268, 4.64298, 4.60305], [4.76321, 5.57172, 4.75731], [4.45200, 6.64896, 3.89282], [1.88366, 4.91062, 3.12847], [3.40364, 4.30260, 2.42330], [2.87433, 4.97100, 5.39067], [3.79840, 3.58481, 4.69259], [4.75833, 6.03341, 5.74469], [5.77318, 5.18956, 4.60896], [3.85992, -3.50821, 0.39402], [4.73746, -4.24776, 0.71388], [6.08444, -3.85024, 1.24591], [6.67925, -5.18560, 1.73462], [5.74751, -6.28838, 1.27767], [4.63566, -5.62410, 0.65870], [6.69156, -3.45949, 0.42932], [5.96921, -3.12675, 2.05301], [7.69281, -5.29526, 1.34892], [6.95140, -5.25843, 2.78759], [6.35850, -6.77748, 0.51900], [5.39227, -6.79072, 2.17743], [0.08176, 10.40745, 6.62056], [-1.02066, 9.93726, 6.35700], [-2.08153, 10.48828, 5.43018], [-2.90253, 9.22252, 5.19925], [-2.56411, 8.26316, 6.36655], [-1.30634, 8.71694, 6.84134], [-2.71278, 11.14662, 6.02702], [-1.78688, 10.95780, 4.49165], [-3.97535, 9.38550, 5.09631], [-2.56278, 8.69063, 4.31054], [-3.31196, 8.49817, 7.12389], [-2.62222, 7.24594, 5.97921], [-1.77907, -4.69046, 4.26877], [-2.03993, -5.90627, 4.08304], [-2.12511, -6.62512, 2.76117], [-1.71111, -8.07869, 3.14986], [-2.17072, -8.16248, 4.58475], [-2.16145, -6.85410, 5.07368], [-3.11536, -6.49253, 2.32537], [-1.39694, -6.17783, 2.08457], [-2.33133, -8.70185, 2.50557], [-0.64525, -8.28654, 3.05573], [-3.20734, -8.49792, 4.61646], [-1.53045, -8.86031, 5.12438], [-4.25691, -0.53892, 0.03783], [-2.88230, 0.54368, 0.17010], [-3.47808, 2.23304, 0.51857], [-2.18993, 0.15588, 0.91732], [-2.42396, 0.51566, -0.81845]],
  "mulliken_charge": [-0.6361, 0.6079, -0.3398, -0.5567, -0.4132, -0.3363, 0.2092, 0.3168, 0.2553, 0.3506, 0.2811, 0.2613, -0.5828, 0.5494, -0.4638, -0.5516, -0.3509, -0.3292, 0.2381, 0.2992, 0.3352, 0.2729, 0.2895, 0.2941, -0.5949, 0.5148, -0.3659, -0.4731, -0.3534, -0.3482, 0.2762, 0.2592, 0.2524, 0.3224, 0.2407, 0.2699, -0.5433, 0.4250, -0.2276, -0.6078, -0.3004, -0.3584, 0.2302, 0.2566, 0.2664, 0.3074, 0.2663, 0.2855, -0.6000, 0.4810, -0.2796, -0.6399, -0.3751, -0.3273, 0.2318, 0.2875, 0.3595, 0.2676, 0.2701, 0.3244, -0.5999, 0.5315, -0.4049, -0.4686, -0.3817, -0.3452, 0.2797, 0.2532, 0.2617, 0.3000, 0.2724, 0.3020, -0.1425, -0.2185, -0.1564, 0.2760, 0.2412]
}